Record 1
Below is a cluster of 8 separate species, C58H126N6O10 in total, with properties calculated with wB97M-V/def2-TZVPD.

Its SMILES is CC1(C)CCCC(C)(C)N1O.CC1(C)CCCC(C)(C)N1O.CC1(C)CCCC(C)(C)N1O.CC1(C)CCCC(C)(C)N1O.CC1(C)CCCC(C)(C)N1O.CC1(C)CCCC(C)(C)N1O.OCCO.OCCO. The strongest force on any atom is 3.93 eV/A. The energy relative to the best compared isomer or geometry (same formula, charge and spin) comes out at 441.7 kJ/mol. The HOMO energy comes out at -7.92 eV. As for the total energy: -91593.8791 eV. As for the lowest unoccupied orbital energy: 0.32 eV.

The geometry in XYZ format:
```
200
C58H126N6O10 (wB97M-V/def2-TZVPD)
C -1.295 7.153 9.432
C -2.053 5.919 9.970
C -1.131 4.992 10.782
C -3.103 6.452 11.009
C -4.346 7.037 10.329
C -5.016 5.970 9.447
C -4.061 5.529 8.287
C -4.778 4.277 7.726
C -3.970 6.661 7.265
N -2.837 5.143 8.995
O -1.933 4.491 8.109
H -0.618 6.798 8.650
H -1.962 7.920 9.051
H -0.622 7.473 10.227
H -0.170 4.823 10.293
H -0.967 5.468 11.747
H -1.620 4.025 10.882
H -3.472 5.682 11.691
H -2.680 7.229 11.650
H -5.012 7.274 11.164
H -4.139 7.983 9.825
H -5.891 6.388 8.944
H -5.319 5.138 10.081
H -5.802 4.628 7.545
H -4.957 3.556 8.518
H -4.365 3.999 6.759
H -3.377 7.512 7.597
H -4.992 6.926 7.005
H -3.395 6.337 6.391
H -1.831 5.076 7.340
C -8.652 5.103 5.228
C -8.708 3.686 4.574
C -7.878 2.791 5.514
C -10.111 3.085 4.516
C -11.003 3.522 3.324
C -10.268 3.331 2.020
C -8.896 4.033 2.060
C -8.198 3.639 0.719
C -9.142 5.562 2.099
N -8.139 3.580 3.225
O -6.776 3.945 3.172
H -9.610 5.624 5.122
H -8.414 5.064 6.290
H -7.952 5.782 4.737
H -7.884 1.740 5.221
H -6.890 3.220 5.676
H -8.366 2.781 6.494
H -10.125 1.991 4.572
H -10.704 3.298 5.408
H -11.931 2.970 3.491
H -11.287 4.549 3.571
H -10.885 3.895 1.314
H -10.198 2.294 1.698
H -7.866 4.473 0.102
H -8.787 2.941 0.131
H -7.264 3.150 1.004
H -9.836 5.814 1.299
H -8.237 6.171 2.012
H -9.503 5.976 3.043
H -6.342 3.098 3.322
C -7.438 16.296 5.117
C -7.702 14.989 5.936
C -6.757 13.923 5.289
C -7.344 15.280 7.373
C -7.831 14.206 8.334
C -9.346 14.055 8.139
C -9.688 13.622 6.665
C -9.197 12.166 6.458
C -11.227 13.728 6.577
N -9.161 14.699 5.793
O -9.442 14.392 4.429
H -6.346 16.364 5.072
H -7.882 16.304 4.124
H -7.668 17.264 5.570
H -6.981 12.908 5.603
H -6.861 14.075 4.216
H -5.742 14.215 5.565
H -6.258 15.373 7.450
H -7.774 16.197 7.786
H -7.345 13.262 8.062
H -7.545 14.410 9.366
H -9.773 15.046 8.301
H -9.786 13.309 8.801
H -8.459 11.877 7.199
H -9.044 12.012 5.389
H -10.066 11.512 6.583
H -11.695 13.724 5.595
H -11.410 14.710 7.023
H -11.718 13.032 7.259
H -9.716 15.261 4.116
C -9.044 7.104 -0.942
C -8.622 8.521 -1.348
C -8.322 9.234 -0.011
C -7.331 8.412 -2.160
C -7.541 8.169 -3.627
C -8.343 9.286 -4.268
C -9.692 9.365 -3.575
C -10.283 10.691 -4.141
C -10.607 8.219 -4.044
N -9.538 9.345 -2.133
O -10.798 9.515 -1.522
H -10.074 7.139 -0.576
H -8.956 6.325 -1.704
H -8.426 6.738 -0.127
H -9.068 8.986 0.750
H -7.333 9.001 0.380
H -8.422 10.318 -0.120
H -6.726 9.298 -1.930
H -6.668 7.625 -1.787
H -6.612 8.135 -4.205
H -8.038 7.212 -3.806
H -8.371 9.209 -5.354
H -7.743 10.188 -4.094
H -10.153 10.885 -5.203
H -9.856 11.511 -3.558
H -11.364 10.730 -3.975
H -11.570 8.217 -3.521
H -10.214 7.266 -3.681
H -10.902 8.238 -5.092
H -10.690 10.263 -0.921
C -11.930 7.176 3.387
C -12.502 8.195 2.403
C -11.917 7.922 0.989
C -14.032 7.894 2.176
C -14.984 8.797 2.997
C -14.582 10.280 2.941
C -13.136 10.446 3.361
C -12.753 11.931 3.018
C -13.089 10.285 4.899
N -12.189 9.591 2.668
O -10.846 9.830 2.946
H -11.807 6.223 2.869
H -10.941 7.461 3.751
H -12.576 6.913 4.228
H -12.347 8.538 0.204
H -10.832 8.050 1.064
H -12.024 6.891 0.633
H -14.347 8.074 1.148
H -14.267 6.887 2.520
H -15.996 8.494 2.721
H -14.925 8.431 4.030
H -15.245 10.825 3.609
H -14.643 10.649 1.913
H -11.822 12.262 3.487
H -13.490 12.516 3.572
H -12.626 12.055 1.946
H -12.458 10.995 5.446
H -12.534 9.384 5.200
H -14.057 10.245 5.396
H -10.753 9.363 3.802
C -11.871 8.504 8.652
C -11.768 7.032 8.993
C -10.277 6.678 9.176
C -12.734 6.687 10.140
C -12.753 5.224 10.481
C -13.258 4.456 9.203
C -12.525 4.821 7.911
C -11.211 3.993 7.935
C -13.324 4.363 6.679
N -12.314 6.275 7.827
O -11.679 6.557 6.608
H -11.384 9.270 9.258
H -11.529 8.751 7.641
H -12.903 8.871 8.578
H -10.003 5.694 9.566
H -9.719 6.821 8.254
H -9.867 7.207 10.046
H -12.496 7.268 11.037
H -13.719 7.002 9.794
H -11.833 4.782 10.854
H -13.625 5.053 11.116
H -14.293 4.774 9.023
H -13.302 3.400 9.470
H -10.707 3.993 8.901
H -10.503 4.336 7.182
H -11.494 2.949 7.783
H -13.751 3.374 6.830
H -12.681 4.482 5.811
H -14.175 5.051 6.639
H -12.294 7.150 6.161
O -9.564 8.712 5.316
C -8.325 9.243 4.969
C -7.190 8.157 4.721
O -7.785 7.387 3.659
H -9.462 7.787 5.574
H -8.367 9.787 4.023
H -7.831 9.930 5.669
H -7.020 7.497 5.567
H -6.335 8.652 4.259
H -7.912 7.907 2.863
O -3.892 9.130 4.127
C -4.094 10.560 4.235
C -5.097 11.172 3.254
O -4.677 12.430 2.770
H -3.426 8.985 3.299
H -4.278 10.744 5.293
H -3.078 10.922 4.049
H -6.108 11.235 3.675
H -5.234 10.577 2.347
H -4.845 13.122 3.418
```

Here are the Mulliken charges for atoms 1 to 5, given in e: C -1.733; C 1.620; C -1.901; C -1.246; C -0.713

Record 2
Below is a cluster of 6 separate species, C58H132N3O5P2S in total, with properties calculated with wB97M-V/def2-TZVPD.

The strongest force on any atom is 5.34 eV/A. The HOMO energy comes out at -8.99 eV. As for the total energy: -106377.0579 eV. As for the net charge: +3. As for the lowest unoccupied orbital energy: -4.22 eV.

The geometry in XYZ format:
```
201
C58H132N3O5P2S (wB97M-V/def2-TZVPD)
S -1.351 -0.508 -0.251
O -0.612 -1.812 -0.244
O -0.688 0.370 0.653
O -1.215 0.148 -1.514
O -2.740 -0.628 0.072
C -3.250 6.057 1.656
C -3.486 6.336 0.165
C -2.178 6.655 -0.606
C -1.160 5.410 -0.554
P 0.444 5.634 -1.419
C 0.163 5.345 -3.275
C 1.527 5.371 -4.088
C 1.325 5.362 -5.586
C 1.106 6.760 -6.225
C 0.960 7.472 -1.405
C 1.292 7.997 0.031
C 2.425 9.032 0.143
C 2.668 9.532 1.642
C 1.828 4.600 -0.739
C 3.378 5.048 -0.812
C 4.216 4.292 0.206
C 5.616 4.940 0.210
H -4.195 6.116 2.195
H -2.668 6.832 2.155
H -2.634 5.184 1.869
H -4.278 7.079 0.079
H -3.931 5.419 -0.221
H -1.577 7.445 -0.156
H -2.462 6.965 -1.612
H -1.620 4.660 -1.197
H -1.085 4.978 0.444
H -0.396 6.221 -3.604
H -0.399 4.413 -3.227
H 2.089 4.467 -3.853
H 2.153 6.238 -3.876
H 0.584 4.616 -5.872
H 2.199 4.876 -6.020
H 0.155 7.178 -5.896
H 1.198 6.783 -7.311
H 1.878 7.392 -5.785
H 0.185 8.069 -1.887
H 1.818 7.525 -2.076
H 1.340 7.094 0.639
H 0.386 8.458 0.424
H 2.157 9.891 -0.472
H 3.381 8.687 -0.253
H 1.734 9.992 1.962
H 3.298 10.421 1.620
H 3.105 8.770 2.288
H 1.569 3.553 -0.893
H 1.668 4.675 0.336
H 3.481 6.129 -0.723
H 3.754 4.846 -1.815
H 4.203 3.227 -0.026
H 3.817 4.378 1.217
H 6.321 4.498 -0.494
H 6.172 4.659 1.105
H 5.574 6.027 0.275
C 6.067 -7.870 3.578
C 5.988 -6.675 4.571
C 4.887 -5.661 4.103
C 5.214 -4.824 2.841
P 3.755 -4.120 1.956
C 3.180 -2.861 3.203
C 4.014 -1.582 3.439
C 4.281 -1.286 4.938
C 5.294 -2.223 5.610
C 2.521 -5.352 1.856
C 2.811 -6.771 1.245
C 2.425 -6.798 -0.226
C 3.100 -7.973 -0.899
C 4.533 -3.431 0.388
C 5.498 -4.238 -0.440
C 7.032 -3.949 -0.209
C 8.018 -4.612 -1.269
H 5.044 -8.199 3.394
H 6.661 -8.683 3.996
H 6.605 -7.367 2.774
H 6.955 -6.177 4.644
H 5.799 -7.041 5.580
H 4.695 -5.093 5.013
H 4.016 -6.301 3.965
H 5.873 -5.422 2.212
H 5.829 -3.963 3.103
H 2.833 -3.303 4.138
H 2.329 -2.308 2.806
H 3.682 -0.603 3.095
H 4.991 -1.851 3.037
H 3.302 -1.304 5.417
H 4.702 -0.302 5.142
H 6.078 -2.434 4.883
H 4.812 -3.146 5.933
H 5.833 -1.721 6.413
H 1.622 -4.988 1.359
H 2.242 -5.427 2.907
H 2.276 -7.604 1.701
H 3.822 -7.124 1.447
H 2.757 -5.872 -0.695
H 1.343 -6.828 -0.357
H 3.075 -7.773 -1.970
H 2.614 -8.902 -0.600
H 4.159 -8.124 -0.694
H 5.126 -2.588 0.743
H 3.775 -3.018 -0.278
H 5.227 -4.071 -1.483
H 5.257 -5.272 -0.197
H 7.160 -4.269 0.825
H 7.173 -2.870 -0.152
H 7.693 -5.652 -1.226
H 9.090 -4.606 -1.070
H 7.853 -4.268 -2.290
C -11.169 -0.908 -2.451
C -9.905 -1.730 -2.676
N -8.577 -1.102 -2.099
C -7.531 -2.229 -2.210
C -8.150 0.071 -3.039
C -7.156 1.044 -2.451
C -8.654 -0.733 -0.603
C -8.947 -1.780 0.478
O -8.957 -1.128 1.666
C -10.252 -0.936 2.101
H -12.074 -1.513 -2.507
H -11.113 -0.120 -3.203
H -11.102 -0.459 -1.460
H -9.795 -2.198 -3.655
H -10.051 -2.637 -2.090
H -7.426 -2.451 -3.272
H -8.012 -3.087 -1.742
H -6.675 -1.820 -1.673
H -9.131 0.498 -3.250
H -7.798 -0.484 -3.908
H -6.975 1.926 -3.065
H -6.252 0.553 -2.091
H -7.628 1.624 -1.658
H -9.339 0.105 -0.468
H -7.646 -0.412 -0.341
H -8.136 -2.508 0.438
H -9.884 -2.311 0.312
H -10.681 -1.887 2.415
H -10.876 -0.445 1.353
H -10.174 -0.302 2.984
C -0.487 4.213 6.085
C -0.580 2.735 5.756
C -2.048 2.245 5.966
C -2.374 1.013 5.132
N -3.118 -0.165 5.873
C -2.215 -0.703 7.053
C -2.821 -2.092 7.372
C -3.337 -2.551 5.981
C -3.351 -1.409 4.969
C -4.501 0.448 6.417
H 0.377 4.799 5.771
H -0.591 4.415 7.151
H -1.298 4.661 5.510
H 0.233 2.329 6.358
H -0.245 2.438 4.762
H -2.846 2.971 5.811
H -2.087 2.115 7.047
H -1.465 0.440 4.947
H -2.914 1.218 4.208
H -2.189 0.008 7.879
H -1.181 -0.881 6.758
H -3.650 -1.902 8.053
H -2.176 -2.792 7.904
H -4.263 -3.123 6.031
H -2.735 -3.229 5.376
H -4.254 -1.267 4.376
H -2.517 -1.542 4.279
H -4.368 1.217 7.178
H -5.121 -0.275 6.946
H -4.939 0.914 5.534
C 4.786 0.649 -6.392
C 4.007 -0.576 -5.848
C 2.622 -1.003 -6.500
C 1.786 -1.993 -5.606
N 0.408 -2.485 -6.205
C -0.261 -3.510 -5.266
C -0.090 -4.921 -5.872
C -0.185 -4.673 -7.302
C 0.652 -3.301 -7.479
C -0.536 -1.274 -6.619
H 4.510 0.754 -7.441
H 5.789 0.244 -6.526
H 4.777 1.666 -5.998
H 3.829 -0.611 -4.773
H 4.635 -1.463 -5.935
H 2.962 -1.529 -7.392
H 2.112 -0.048 -6.629
H 1.486 -1.642 -4.618
H 2.367 -2.908 -5.487
H -1.340 -3.373 -5.201
H 0.119 -3.528 -4.244
H -0.976 -5.448 -5.518
H 0.852 -5.320 -5.494
H -1.094 -4.336 -7.800
H 0.144 -5.547 -7.864
H 0.254 -2.644 -8.252
H 1.716 -3.508 -7.592
H -0.907 -0.816 -5.702
H -1.406 -1.696 -7.122
H -0.052 -0.522 -7.242
```

Here are the Mulliken charges for atoms 1 to 5, given in e: S 0.950; O -0.732; O -0.710; O -0.777; O -0.696

Q: What is the lowest unoccupied orbital energy in the first record?
A: 0.32 eV

Q: Among the records above, which one has the lowest lowest unoccupied orbital energy?
A: C58H132N3O5P2S